Density functional theory data (wB97M-V/def2-TZVPD) for a gas-phase ion, C4H6NO (charge +1) at a distorted geometry.

Total charge = +1
Spin multiplicity = 3
ΔE to the lowest compared entry with this formula, charge and spin = 3.3 kcal per mole
Kohn-Sham gap (alpha / beta) = 7.86 / 9.86 eV

Last column: natural (NBO) charge in e.
CARTESIAN COORDINATES (ANGSTROEM)
C: -0.29 -1.15 -0.09  0.13
C: -1.60 -0.72 0.06  0.19
C: 1.78 0.03 0.06  -0.14
C: -0.39 1.08 -0.02  0.06
N: 0.49 -0.05 0.02  -0.36
O: -1.69 0.58 0.06  -0.31
H: -0.14 -2.17 -0.23  0.27
H: -2.40 -1.31 0.13  0.23
H: 2.39 0.91 0.15  0.23
H: 2.38 -0.86 0.12  0.22
H: -0.10 1.93 0.71  0.25
H: -0.43 1.73 -0.96  0.24